No. 1
Density functional theory data (wB97M-V/def2-TZVPD) for a molecular structure, C24H86ClN4NiO25 at a distorted geometry.

- F_max: 5.0 eV/A
- Frontier orbital gap: 0.2959 Eh
- Charge: +1
- <S²>: 2.003
- HOMO: -10.4095 eV
- Multiplicity: 3

Positions of all 141 atoms, in Å:
1 Ni -0.937 -17.638 23.045
2 Cl -5.223 -14.782 24.916
3 O -4.251 -15.655 25.496
4 O -4.807 -14.679 23.548
5 O -6.554 -15.257 24.974
6 O -5.149 -13.452 25.450
7 O -5.828 -17.783 22.750
8 H -5.503 -17.034 23.250
9 H -6.703 -17.946 23.103
10 O 0.821 -16.490 23.543
11 H 1.684 -16.259 23.200
12 H 0.472 -15.668 23.887
13 O 1.192 -17.600 26.461
14 H 1.905 -18.079 26.883
15 H 1.010 -16.869 27.052
16 O 0.803 -21.698 21.889
17 H 1.151 -21.828 21.007
18 H 1.242 -22.363 22.420
19 O -2.570 -18.800 22.510
20 H -2.619 -19.753 22.575
21 H -3.251 -18.567 21.879
22 O -1.490 -20.965 25.877
23 H -1.611 -21.845 25.520
24 H -1.141 -21.108 26.756
25 O 1.285 -16.650 19.362
26 H 1.029 -16.022 18.686
27 H 2.236 -16.561 19.424
28 O 2.702 -19.273 24.684
29 H 2.765 -20.190 24.954
30 H 2.220 -18.847 25.393
31 O -2.150 -15.912 23.151
32 H -1.972 -14.973 23.098
33 H -3.035 -15.969 23.510
34 O -0.934 -18.160 25.050
35 H -1.464 -18.802 25.524
36 H -0.324 -17.822 25.706
37 O -0.664 -17.321 21.117
38 H -1.146 -17.905 20.532
39 H -0.153 -16.763 20.530
40 O 0.375 -19.258 22.860
41 H 0.163 -20.167 22.650
42 H 1.088 -19.318 23.495
43 O 3.283 -16.496 22.394
44 H 3.828 -17.196 22.753
45 H 3.589 -16.391 21.494
46 C -1.384 -13.670 17.864
47 O -0.658 -13.115 18.938
48 C -1.374 -13.431 20.216
49 C -0.815 -12.753 21.535
50 N -1.742 -12.928 22.658
51 C -1.419 -12.153 23.829
52 C -0.870 -12.999 25.003
53 O 0.185 -13.781 24.547
54 C 1.274 -13.916 25.382
55 H -2.418 -13.327 17.806
56 H -1.392 -14.757 17.933
57 H -0.948 -13.338 16.922
58 H -1.462 -14.511 20.338
59 H -2.409 -13.099 20.133
60 H -0.623 -11.701 21.323
61 H 0.100 -13.290 21.788
62 H -2.635 -12.661 22.271
63 H -2.274 -11.679 24.311
64 H -0.770 -11.300 23.631
65 H -1.573 -13.743 25.376
66 H -0.592 -12.292 25.784
67 H 2.153 -14.457 25.032
68 H 0.933 -14.314 26.338
69 H 1.704 -12.952 25.654
70 C -2.051 -24.356 25.431
71 O -2.247 -23.728 24.280
72 C -3.603 -23.746 23.733
73 C -3.686 -22.476 22.781
74 N -3.447 -21.215 23.520
75 C -4.749 -20.809 24.138
76 C -4.589 -19.917 25.411
77 O -4.201 -20.831 26.498
78 C -4.281 -20.389 27.796
79 H -1.065 -23.965 25.683
80 H -2.096 -25.443 25.357
81 H -2.746 -24.185 26.253
82 H -4.331 -23.658 24.540
83 H -3.916 -24.652 23.215
84 H -4.572 -22.444 22.147
85 H -2.755 -22.538 22.218
86 H -2.892 -21.384 24.347
87 H -5.382 -21.652 24.414
88 H -5.233 -20.285 23.314
89 H -5.409 -19.250 25.675
90 H -3.708 -19.283 25.310
91 H -5.170 -19.931 28.231
92 H -3.660 -19.501 27.915
93 H -4.022 -21.181 28.499
94 C -4.398 -16.797 20.194
95 O -3.489 -17.851 20.166
96 C -3.726 -18.857 19.279
97 C -2.440 -19.767 19.312
98 N -1.260 -19.108 18.666
99 C -0.010 -19.992 18.571
100 C -0.109 -20.936 17.333
101 O -0.410 -22.248 17.793
102 C -0.460 -23.242 16.784
103 H -5.488 -16.810 20.180
104 H -4.188 -16.120 19.366
105 H -4.212 -16.192 21.081
106 H -3.897 -18.682 18.217
107 H -4.630 -19.355 19.628
108 H -2.531 -20.687 18.735
109 H -2.383 -19.933 20.388
110 H -1.609 -18.771 17.781
111 H 0.279 -20.376 19.550
112 H 0.813 -19.296 18.406
113 H 0.904 -21.012 16.938
114 H -0.801 -20.647 16.542
115 H 0.391 -23.152 16.110
116 H -1.231 -23.002 16.052
117 H -0.603 -24.218 17.249
118 C 0.745 -15.458 29.724
119 O 0.351 -16.244 28.682
120 C -1.063 -16.641 28.823
121 C -1.298 -17.734 29.867
122 N -1.460 -16.937 31.087
123 C -2.772 -16.224 31.195
124 C -3.368 -16.254 32.596
125 O -4.238 -17.386 32.691
126 C -4.813 -17.508 33.988
127 H 1.744 -15.119 29.449
128 H 0.828 -15.939 30.699
129 H 0.169 -14.535 29.801
130 H -1.381 -17.084 27.880
131 H -1.709 -15.764 28.863
132 H -0.402 -18.351 29.935
133 H -2.182 -18.365 29.769
134 H -1.184 -17.528 31.858
135 H -3.529 -16.442 30.441
136 H -2.491 -15.182 31.040
137 H -4.003 -15.391 32.796
138 H -2.523 -16.267 33.285
139 H -5.581 -16.816 34.334
140 H -3.939 -17.422 34.633
141 H -5.171 -18.533 34.080

Löwdin atomic charge list, values in e, 4 entries: 0.676 0.598 -0.376 -0.397


No. 2
Density functional theory data (wB97M-V/def2-TZVPD) for 3 unconnected molecules or ions with the total composition C3H13NO3 at a distorted geometry.

- F_max: 2.2 eV/A
- Frontier orbital gap (alpha / beta): 0.1159 / 0.3513 Eh
- Charge: -1
- <S²>: 0.751
- Energy above the lowest of the compared OMol25 structures with the same formula, charge and spin: 22.8 kcal per mole
- HOMO (alpha / beta): 0.9318 / -5.7621 eV
- Multiplicity: 2

Positions of all 20 atoms, in Å:
1 C -1.480 1.895 -0.317
2 C -1.343 1.153 1.034
3 C 0.121 1.074 1.472
4 O 0.819 -0.195 1.346
5 N -2.005 1.089 -1.424
6 H -0.494 2.186 -0.705
7 H -1.976 2.864 -0.338
8 H -1.963 0.262 1.030
9 H -1.830 1.792 1.781
10 H 0.455 1.480 2.429
11 H 0.741 1.661 0.803
12 H 0.234 -0.855 1.747
13 H -2.994 0.882 -1.365
14 H -1.458 0.243 -1.543
15 H 2.602 -1.768 0.102
16 H 1.561 -2.766 -0.342
17 O 2.396 -2.710 0.164
18 H 0.752 -0.827 -2.338
19 H 1.056 -1.452 -1.000
20 O 0.985 -1.676 -1.936

Löwdin atomic charge list, values in e, 4 entries: -0.342 -0.224 -0.353 -0.157


No. 3
Density functional theory data (wB97M-V/def2-TZVPD) for a molecular structure, C27H38BrF9INO14P3S at a distorted geometry.

- F_max: 3.6 eV/A
- Frontier orbital gap: 0.3006 Eh
- Charge: +1
- HOMO: -11.8158 eV
- Multiplicity: 1

Positions of all 95 atoms, in Å:
1 C 4.056 2.861 -1.608
2 C 3.583 1.600 -2.288
3 C 3.646 1.456 -3.669
4 C 3.223 0.314 -4.290
5 C 2.737 -0.770 -3.581
6 C 2.325 -2.012 -4.353
7 C 0.799 -2.225 -4.532
8 Br 0.296 -0.573 -5.581
9 C -0.141 -2.425 -3.276
10 C -1.218 -1.322 -2.963
11 C -0.705 -0.062 -2.247
12 O -1.091 0.167 -1.122
13 O 0.140 0.844 -2.856
14 P 0.484 -3.278 -1.660
15 O 1.999 -3.876 -1.822
16 O 0.309 -2.304 -0.369
17 N -1.049 -3.527 -3.789
18 C -0.259 -4.409 -4.679
19 C -1.100 -5.560 -5.293
20 S -0.817 -7.086 -4.365
21 O -0.852 -6.777 -2.962
22 O -1.811 -8.035 -4.752
23 C 0.454 -3.369 -5.596
24 P -0.808 -2.997 -6.913
25 O -2.114 -2.601 -6.318
26 P 1.905 -4.214 -6.475
27 O 1.157 -5.229 -7.553
28 I 3.050 -5.737 -4.899
29 C 2.712 -0.636 -2.210
30 C 3.105 0.522 -1.584
31 H 5.091 3.039 -1.934
32 H 3.470 3.742 -1.882
33 H 4.115 2.733 -0.523
34 H 4.045 2.296 -4.234
35 H 3.300 0.291 -5.375
36 H 2.844 -2.906 -3.985
37 H 2.725 -1.868 -5.365
38 H -1.909 -1.808 -2.258
39 H -1.817 -1.099 -3.855
40 H -0.432 1.459 -3.338
41 H 2.643 -3.390 -1.278
42 H 1.118 -2.261 0.166
43 H -1.185 -4.129 -2.935
44 H -2.017 -3.287 -4.028
45 H 0.387 -4.935 -3.955
46 H -2.170 -5.337 -5.205
47 H -0.840 -5.784 -6.330
48 H 0.385 -7.594 -4.783
49 H -1.024 -4.202 -7.619
50 H -0.320 -2.092 -7.879
51 H 1.789 -5.919 -7.808
52 H 2.377 -1.451 -1.575
53 H 3.044 0.607 -0.500
54 C 0.648 1.675 2.259
55 C 0.575 2.547 3.492
56 O 1.621 2.205 4.424
57 C 2.815 2.723 4.168
58 O 3.085 3.434 3.245
59 C 3.810 2.312 5.261
60 F 3.722 1.008 5.556
61 F 3.584 2.992 6.396
62 F 5.068 2.546 4.897
63 H 0.629 0.619 2.537
64 H -0.190 1.880 1.593
65 H 1.576 1.847 1.711
66 H -0.367 2.378 4.010
67 H 0.618 3.606 3.237
68 C -5.022 -0.525 3.151
69 C -4.890 0.463 2.011
70 O -5.092 1.812 2.469
71 C -4.048 2.394 3.043
72 O -2.973 1.895 3.209
73 C -4.397 3.835 3.435
74 F -5.590 3.912 4.031
75 F -4.437 4.622 2.348
76 F -3.496 4.344 4.267
77 H -5.980 -0.399 3.655
78 H -4.948 -1.547 2.780
79 H -4.242 -0.371 3.897
80 H -5.663 0.278 1.267
81 H -3.926 0.372 1.508
82 C 1.096 3.763 7.689
83 C 0.338 4.839 6.942
84 O -1.070 4.540 6.889
85 C -1.767 4.852 7.977
86 O -1.325 5.344 8.971
87 C -3.251 4.524 7.763
88 F -3.419 3.315 7.205
89 F -3.825 5.423 6.952
90 F -3.925 4.530 8.909
91 H 0.897 2.783 7.253
92 H 2.161 3.955 7.657
93 H 0.784 3.720 8.733
94 H 0.677 4.884 5.907
95 H 0.503 5.823 7.379

Löwdin atomic charge list, values in e, 4 entries: -0.028 -0.260 -0.022 -0.073


No. 4
Density functional theory data (wB97M-V/def2-TZVPD) for a molecular structure, C4H3F at a distorted geometry.

- F_max: 6.3 eV/A
- Frontier orbital gap: 0.3416 Eh
- Charge: 0
- Energy above the lowest of the compared OMol25 structures with the same formula, charge and spin: 54.4 kcal per mole
- HOMO: -9.1460 eV
- Multiplicity: 1

Positions of all 8 atoms, in Å:
1 C 0.422 -0.370 -0.222
2 C 1.473 0.590 0.069
3 C -1.030 -0.187 -0.172
4 C -2.280 -0.309 0.069
5 H 1.455 1.914 -0.211
6 H 2.447 -0.074 0.317
7 H -3.289 0.067 0.161
8 F 0.802 -1.632 -0.011

Löwdin atomic charge list, values in e, 4 entries: -0.417 0.041 -0.059 0.128


No. 5
Density functional theory data (wB97M-V/def2-TZVPD) for a molecular structure, C34H44Cl5CsN3O7P at a distorted geometry.

- F_max: 2.6 eV/A
- Frontier orbital gap: 0.2429 Eh
- Charge: -2
- Energy above the lowest of the compared OMol25 structures with the same formula, charge and spin: 48.6 kcal per mole
- HOMO: -2.9192 eV
- Multiplicity: 1

Positions of all 95 atoms, in Å:
1 Cs -1.653 -0.997 -1.343
2 O -1.486 4.636 -1.146
3 C -1.018 3.489 -1.268
4 O -0.428 2.788 -0.398
5 C -1.107 2.893 -2.681
6 C -1.020 3.776 -3.754
7 C -1.118 3.277 -5.042
8 C -1.319 1.917 -5.211
9 C -1.382 1.104 -4.084
10 N -1.271 1.581 -2.844
11 C -1.536 -0.410 -4.253
12 O -0.664 -0.949 -4.964
13 O -2.498 -0.946 -3.667
14 H -0.884 4.829 -3.549
15 H -1.041 3.929 -5.905
16 H -1.421 1.475 -6.193
17 C 2.141 0.659 -1.200
18 O 1.979 -0.720 -0.933
19 C 2.838 -1.197 0.062
20 C 2.492 -2.650 0.348
21 O 1.207 -2.870 0.880
22 C 0.991 -2.465 2.209
23 C 0.469 -1.031 2.354
24 O -0.849 -1.096 2.866
25 C -1.414 0.183 3.048
26 H 3.169 0.875 -1.521
27 H 1.889 1.268 -0.326
28 H 1.446 0.911 -2.000
29 H 2.746 -0.594 0.980
30 H 3.888 -1.140 -0.267
31 H 3.259 -3.070 1.019
32 H 2.500 -3.193 -0.595
33 H 1.902 -2.612 2.807
34 H 0.205 -3.120 2.590
35 H 0.462 -0.530 1.379
36 H 1.095 -0.439 3.040
37 H -0.939 0.700 3.893
38 H -2.474 0.042 3.254
39 H -1.300 0.803 2.152
40 C -5.559 -0.957 4.155
41 C -6.253 -0.412 2.901
42 C -5.338 0.401 2.114
43 N -4.618 1.058 1.507
44 H -6.275 -1.491 4.780
45 H -5.113 -0.149 4.733
46 H -4.772 -1.652 3.866
47 H -7.110 0.206 3.176
48 H -6.600 -1.241 2.282
49 N 1.784 -2.265 -4.316
50 C 3.005 -2.151 -3.715
51 C 3.574 -3.253 -3.055
52 C 4.857 -3.196 -2.545
53 C 5.618 -2.041 -2.678
54 C 5.063 -0.941 -3.320
55 C 3.780 -0.987 -3.832
56 H 1.182 -3.006 -3.996
57 H 1.247 -1.444 -4.575
58 H 2.972 -4.149 -2.952
59 H 5.271 -4.057 -2.033
60 H 6.625 -2.001 -2.281
61 H 5.646 -0.032 -3.413
62 H 3.349 -0.116 -4.311
63 Cl -4.484 -3.120 1.309
64 C -3.440 -4.306 0.547
65 C -2.389 -3.825 -0.216
66 C -1.615 -4.829 -0.789
67 Cl -0.275 -4.343 -1.786
68 C -1.850 -6.191 -0.628
69 Cl -0.838 -7.396 -1.369
70 C -2.933 -6.607 0.144
71 Cl -3.274 -8.294 0.338
72 C -3.744 -5.650 0.746
73 Cl -5.102 -6.170 1.701
74 C 2.342 3.587 4.170
75 C 1.884 2.464 3.238
76 P 0.802 2.778 1.683
77 C -0.516 3.708 2.647
78 C -1.897 3.794 2.006
79 C 1.918 4.179 1.118
80 C 1.656 4.810 -0.244
81 H 2.891 3.184 5.027
82 H 1.487 4.147 4.555
83 H 3.004 4.281 3.651
84 H 1.314 1.732 3.821
85 H 2.767 1.932 2.862
86 H -0.146 4.715 2.868
87 H -0.603 3.160 3.593
88 H -1.854 4.334 1.066
89 H -2.593 4.311 2.675
90 H -2.293 2.799 1.801
91 H 2.923 3.737 1.116
92 H 1.897 4.959 1.884
93 H 1.637 4.045 -1.019
94 H 2.442 5.533 -0.488
95 H 0.692 5.316 -0.257

Löwdin atomic charge list, values in e, 4 entries: 1.118 -0.037 -0.635 -0.169


No. 6
Density functional theory data (wB97M-V/def2-TZVPD) for a molecular structure, C22H15Br2IrN5OS at a distorted geometry.

- F_max: 2.7 eV/A
- Frontier orbital gap (alpha / beta): 0.2216 / 0.1652 Eh
- Charge: +1
- <S²>: 6.253
- HOMO (alpha / beta): -10.0704 / -10.3518 eV
- Multiplicity: 5

Positions of all 47 atoms, in Å:
1 Ir -0.005 -1.159 -0.992
2 S 2.299 -1.459 -0.857
3 C 2.370 -1.273 0.889
4 N 3.505 -1.329 1.554
5 N 4.666 -1.127 1.002
6 C 5.025 -0.122 0.109
7 C 4.152 0.914 -0.235
8 C 4.570 1.886 -1.123
9 C 5.844 1.836 -1.676
10 C 6.715 0.813 -1.321
11 C 6.317 -0.158 -0.425
12 N 1.249 -1.152 1.608
13 N 0.112 -1.322 1.038
14 C -0.982 -1.244 1.931
15 C -2.278 -1.471 1.469
16 C -3.351 -1.434 2.341
17 C -3.152 -1.193 3.692
18 C -1.861 -0.999 4.168
19 C -0.785 -1.014 3.304
20 H 5.405 -1.679 1.415
21 H 3.171 0.968 0.214
22 H 3.902 2.698 -1.374
23 H 6.165 2.599 -2.371
24 H 7.710 0.774 -1.741
25 H 6.991 -0.959 -0.143
26 H -2.442 -1.709 0.431
27 H -4.351 -1.617 1.970
28 H -3.990 -1.170 4.375
29 H -1.690 -0.842 5.225
30 H 0.219 -0.861 3.665
31 Br -0.686 4.079 -0.818
32 C -1.976 2.755 -1.101
33 C -3.315 3.084 -1.203
34 C -4.257 2.108 -1.466
35 Br -6.075 2.579 -1.453
36 C -3.874 0.754 -1.729
37 C -4.753 -0.251 -2.167
38 C -4.276 -1.522 -2.370
39 C -2.928 -1.789 -2.131
40 N -2.077 -0.858 -1.730
41 C -2.525 0.403 -1.546
42 C -1.534 1.396 -1.154
43 O -0.365 1.064 -0.862
44 H -3.622 4.110 -1.059
45 H -5.788 -0.008 -2.360
46 H -4.924 -2.314 -2.714
47 H -2.529 -2.784 -2.280

Löwdin atomic charge list, values in e, 4 entries: 0.941 0.623 -0.751 0.077


No. 7
Density functional theory data (wB97M-V/def2-TZVPD) for a molecular structure, C6H4N2O5SV at a distorted geometry.

- F_max: 10.0 eV/A
- Frontier orbital gap (alpha / beta): 0.2367 / 0.2493 Eh
- Charge: +2
- <S²>: 3.779
- Energy above the lowest of the compared OMol25 structures with the same formula, charge and spin: 32.8 kcal per mole
- HOMO (alpha / beta): -17.5155 / -17.5089 eV
- Multiplicity: 4

Positions of all 19 atoms, in Å:
1 O -0.607 -2.221 3.797
2 C 0.465 -2.270 3.372
3 V 0.341 0.428 -0.836
4 O 3.113 -0.781 -0.223
5 C 2.067 -0.307 -0.485
6 C 0.315 1.455 -2.449
7 O 0.192 2.102 -3.413
8 C 0.362 1.549 0.689
9 O 0.447 2.271 1.601
10 C -0.475 -1.262 -1.088
11 O -0.918 -2.320 -1.302
12 N -3.887 1.687 -0.855
13 C -3.581 0.927 0.214
14 N -4.571 0.672 1.068
15 S -2.047 0.263 0.564
16 H -4.816 2.041 -0.980
17 H -3.203 1.926 -1.547
18 H -4.345 0.101 1.879
19 H -5.516 1.010 0.980

Löwdin atomic charge list, values in e, 4 entries: 0.003 0.020 0.451 0.250


Question: Look up the multiplicity of the first one.
Answer: 3


Question: What is the formula in the seventh record?
Answer: C6H4N2O5SV


Question: Which value of charge does entry 1 give?
Answer: +1


Copy entry 7 word for word.
Density functional theory data (wB97M-V/def2-TZVPD) for a molecular structure, C6H4N2O5SV at a distorted geometry.

- F_max: 10.0 eV/A
- Frontier orbital gap (alpha / beta): 0.2367 / 0.2493 Eh
- Charge: +2
- <S²>: 3.779
- Energy above the lowest of the compared OMol25 structures with the same formula, charge and spin: 32.8 kcal per mole
- HOMO (alpha / beta): -17.5155 / -17.5089 eV
- Multiplicity: 4

Positions of all 19 atoms, in Å:
1 O -0.607 -2.221 3.797
2 C 0.465 -2.270 3.372
3 V 0.341 0.428 -0.836
4 O 3.113 -0.781 -0.223
5 C 2.067 -0.307 -0.485
6 C 0.315 1.455 -2.449
7 O 0.192 2.102 -3.413
8 C 0.362 1.549 0.689
9 O 0.447 2.271 1.601
10 C -0.475 -1.262 -1.088
11 O -0.918 -2.320 -1.302
12 N -3.887 1.687 -0.855
13 C -3.581 0.927 0.214
14 N -4.571 0.672 1.068
15 S -2.047 0.263 0.564
16 H -4.816 2.041 -0.980
17 H -3.203 1.926 -1.547
18 H -4.345 0.101 1.879
19 H -5.516 1.010 0.980

Löwdin atomic charge list, values in e, 4 entries: 0.003 0.020 0.451 0.250